1.
C15H18BF6MoN8OPSe | ωB97M-V/def2-TZVPD

Last column: natural (NBO) charge in e.
Positions of all 52 atoms, in Å:
Mo (0.0286, 0.1448, 0.1341)  1.35
C (-3.2402, -0.0667, -2.5613)  -0.30
C (-1.9168, -0.3126, -2.2320)  0.04
N (-1.7439, -0.1554, -0.9100)  -0.33
N (-2.9340, 0.2109, -0.3924)  -0.32
C (-3.8515, 0.2638, -1.3628)  0.10
B (-3.1162, 0.2616, 1.1434)  0.92
N (-2.2384, 1.3656, 1.7646)  -0.32
C (-2.5373, 2.3121, 2.6647)  0.09
C (-1.3570, 2.8690, 3.1203)  -0.30
C (-0.3553, 2.1882, 2.4420)  0.03
N (-0.9060, 1.2895, 1.6214)  -0.37
N (-2.4664, -1.0495, 1.6274)  -0.32
C (-2.9284, -2.0955, 2.3213)  0.07
C (-1.9060, -3.0108, 2.4850)  -0.29
C (-0.8198, -2.4427, 1.8394)  0.03
N (-1.1643, -1.2605, 1.3043)  -0.29
N (-4.5532, 0.5695, 1.4551)  -0.41
C (-5.5687, 0.0207, 2.1604)  -0.03
C (-6.6548, 0.8668, 2.0762)  -0.30
C (-6.2136, 1.9455, 1.2878)  -0.02
N (-4.9621, 1.7618, 0.9584)  -0.32
H (-3.7010, -0.1287, -3.5243)  0.27
H (-1.0939, -0.5997, -2.8699)  0.25
H (-4.8713, 0.5270, -1.1705)  0.27
H (-3.5459, 2.5417, 2.9333)  0.27
H (-1.2415, 3.6446, 3.8460)  0.27
H (0.7157, 2.2924, 2.5113)  0.25
H (-3.9388, -2.1545, 2.6657)  0.25
H (-1.9531, -3.9512, 2.9949)  0.27
H (0.1733, -2.8477, 1.7397)  0.25
H (-5.4996, -0.9132, 2.6769)  0.21
H (-7.6130, 0.7611, 2.5384)  0.25
H (-6.7381, 2.8316, 0.9927)  0.24
Se (1.3620, -1.6040, -0.5986)  0.49
C (-0.9774, 3.5849, -2.8380)  -0.74
C (-0.7116, 3.3009, -1.4033)  0.72
C (-0.5644, 4.4406, -0.4600)  -0.74
O (-0.6296, 2.1276, -1.0322)  -0.66
H (-1.3006, 4.6039, -3.0114)  0.25
H (-1.7175, 2.8864, -3.2255)  0.26
H (-0.0598, 3.4124, -3.4035)  0.28
H (-0.9350, 5.3649, -0.8912)  0.26
H (0.4970, 4.5664, -0.2342)  0.27
H (-1.0720, 4.2433, 0.4867)  0.25
F (1.3758, 1.2887, 0.4157)  -0.43
P (2.8436, 1.9696, -2.1226)  2.70
F (2.3087, 2.6062, -3.4548)  -0.53
F (4.2797, 2.4361, -2.4672)  -0.50
F (1.4988, 1.0334, -2.2122)  -0.57
F (3.4254, 0.8040, -1.2398)  -0.53
F (2.3643, 3.0146, -1.1113)  -0.53

Calculated values
charge = +2
highest occupied orbital energy (alpha / beta) = -0.5348 / -0.5348 hartree

---

2.
C15H18Cl2N2 | ωB97M-V/def2-TZVPD

Last column: natural (NBO) charge in e.
Positions of all 37 atoms, in Å:
C (-1.6890, 3.4760, -0.3953)  -0.63
C (-0.2619, 3.6030, -1.1202)  -0.40
C (0.3398, 2.1534, -1.3210)  -0.25
C (1.7920, 2.1265, -1.9633)  -0.61
C (0.2392, 1.2891, -0.0057)  0.21
C (0.5617, 1.8964, 1.3245)  0.00
N (0.4860, 1.2823, 2.5345)  -0.35
C (0.0499, -0.0290, 2.3557)  0.09
C (-0.1143, -0.8677, 3.5995)  -0.19
C (-0.5381, -2.2527, 3.5954)  -0.22
C (-0.8247, -2.8961, 2.2687)  -0.19
C (-0.6676, -2.1302, 1.0208)  -0.06
C (-0.9550, -2.9186, -0.3086)  -0.22
Cl (-2.1119, -2.0521, -1.4311)  -0.05
C (0.3709, -3.4052, -1.0390)  -0.17
C (1.0885, -2.2873, -1.8985)  -0.66
Cl (-0.0903, -4.7595, -2.2102)  -0.09
C (-0.2415, -0.6774, 1.0644)  0.20
N (-0.1433, -0.0068, -0.1535)  -0.41
H (-2.3848, 4.2423, -0.8403)  0.22
H (-1.5388, 3.6367, 0.7057)  0.21
H (-2.1416, 2.4528, -0.5706)  0.22
H (0.4514, 4.2413, -0.5347)  0.20
H (-0.4707, 4.0534, -2.1275)  0.22
H (-0.3377, 1.6330, -2.0673)  0.23
H (1.8781, 1.1927, -2.5984)  0.22
H (2.5847, 2.0838, -1.1597)  0.21
H (1.9309, 3.0051, -2.6539)  0.22
H (0.9018, 2.9706, 1.3260)  0.21
H (0.1295, -0.4033, 4.5894)  0.23
H (-0.6470, -2.8172, 4.5525)  0.23
H (-1.1410, -3.9642, 2.2135)  0.22
H (-1.4941, -3.8669, -0.0105)  0.24
H (1.0963, -3.8271, -0.2848)  0.23
H (2.0747, -2.0119, -1.4207)  0.22
H (0.4496, -1.4047, -2.1473)  0.25
H (1.3682, -2.7604, -2.8887)  0.23

Calculated values
highest occupied orbital energy = -0.3302 hartree
energy above the lowest of the compared OMol25 structures with the same formula, charge and spin = 235.9 kJ/mol
SMILES string = CC[C@@H](C)c1cnc2cccc([C@@H](Cl)[C@H](C)Cl)c2n1

---

3.
C15H18ClF3N2O4Ta | ωB97M-V/def2-TZVPD

Last column: natural (NBO) charge in e.
Positions of all 44 atoms, in Å:
Ta (-0.2318, -0.4209, -0.2812)  1.81
N (2.0106, -0.9422, 0.0930)  -0.82
C (2.6313, -1.5434, -1.0983)  -0.31
C (2.1265, -0.8103, -2.3332)  0.65
O (2.7687, -0.8423, -3.3839)  -0.69
N (0.9656, -0.1916, -2.1068)  -0.73
C (0.4208, 0.5733, -3.2007)  -0.34
C (-0.8824, 1.1879, -2.7396)  0.80
O (-1.5328, 1.9370, -3.4291)  -0.62
O (-1.2322, 0.8203, -1.5173)  -0.77
H (2.4474, -0.0456, 0.2918)  0.40
H (2.1277, -1.5225, 0.9172)  0.39
H (2.2929, -2.5785, -1.1745)  0.22
H (3.7210, -1.5175, -1.0628)  0.20
H (0.2282, -0.0410, -4.0857)  0.22
H (1.0921, 1.3744, -3.5229)  0.22
F (-2.4767, -0.8228, 1.9237)  -0.39
C (-2.3375, -0.2421, 0.6733)  0.63
F (-3.3039, -0.8713, -0.0824)  -0.38
F (-2.8576, 1.0193, 0.8530)  -0.38
C (0.4806, -3.8103, 1.1261)  -0.24
O (-0.4130, -2.7327, 0.9674)  -0.55
C (-0.6223, -2.3329, -0.3974)  -0.26
C (-1.3130, -3.3225, -1.2741)  -0.68
H (0.6072, -3.9772, 2.1966)  0.18
H (1.4592, -3.6089, 0.6713)  0.15
H (0.0859, -4.7244, 0.6718)  0.17
H (-0.7291, -4.2323, -1.4633)  0.19
H (-1.5093, -2.8606, -2.2429)  0.23
H (-2.2764, -3.6180, -0.8424)  0.21
Cl (1.7938, 2.4931, -0.1279)  -0.03
C (0.5379, 2.9868, 0.9933)  0.06
C (0.2029, 4.3296, 1.0273)  -0.26
C (-0.8044, 4.7527, 1.8766)  -0.23
C (-1.4563, 3.8194, 2.6723)  -0.21
C (-1.0992, 2.4851, 2.6214)  -0.18
C (-0.0856, 2.0163, 1.7788)  -0.06
C (0.2946, 0.5767, 1.7190)  -0.89
H (0.7217, 5.0248, 0.3812)  0.22
H (-1.0845, 5.7977, 1.9063)  0.20
H (-2.2573, 4.1335, 3.3299)  0.20
H (-1.6293, 1.7598, 3.2255)  0.22
H (-0.2441, 0.0277, 2.4947)  0.24
H (1.3622, 0.4963, 1.9548)  0.19

Calculated values
charge = -1
highest occupied orbital energy = -0.1483 hartree
energy above the lowest of the compared OMol25 structures with the same formula, charge and spin = 2.5 kJ/mol